[1]
{"formula": "C28H36FeN8O11PSSe", "method": "ωB97M-V with the def2-TZVPD basis set", "species": ["Fe", "C", "O", "P", "O", "C", "O", "C", "H", "H", "H", "H", "H", "H", "H", "H", "H", "N", "C", "C", "C", "C", "C", "C", "S", "O", "O", "O", "H", "H", "H", "H", "H", "H", "C", "N", "C", "C", "C", "C", "C", "C", "C", "C", "H", "H", "H", "H", "H", "H", "H", "H", "H", "H", "H", "H", "H", "O", "N", "O", "O", "Se", "N", "C", "C", "C", "C", "N", "C", "N", "H", "H", "H", "C", "N", "C", "C", "C", "O", "N", "C", "O", "H", "H", "H", "H", "H"], "xyz": [[0.56853, -0.18519, -0.79778], [-1.18906, 1.88925, 5.20652], [-1.30314, 3.16050, 4.55232], [-1.61554, 3.41130, 2.99456], [-2.56614, 2.18139, 2.49824], [-3.86755, 2.02062, 3.06708], [-0.34837, 2.69351, 2.20365], [1.00848, 2.98913, 2.52185], [-2.14247, 1.58394, 5.64319], [-0.42019, 2.00363, 5.98960], [-0.84130, 1.15282, 4.50249], [-3.84742, 1.43391, 3.96661], [-4.29035, 3.00913, 3.26421], [-4.50118, 1.52474, 2.34571], [1.16394, 4.04015, 2.86953], [1.62218, 2.83393, 1.60006], [1.46196, 2.29218, 3.28060], [0.35455, -0.27284, 1.31095], [-0.62816, -0.91951, 2.25078], [-0.16058, -1.21762, 3.55084], [-1.05248, -1.46202, 4.57730], [-2.46956, -1.40243, 4.35332], [-2.88651, -1.28759, 3.03534], [-2.00830, -0.96520, 1.96049], [-3.62233, -1.41605, 5.76145], [-2.75699, -1.74840, 6.89509], [-4.58434, -2.47728, 5.39982], [-4.10311, -0.05275, 5.79521], [0.29782, 0.74424, 1.49580], [1.31408, -0.49522, 1.64370], [0.92255, -1.18969, 3.77728], [-0.70007, -1.63337, 5.58919], [-3.95228, -1.26292, 2.82723], [-2.37885, -0.65733, 1.02623], [3.60932, 2.76008, -3.65064], [2.83052, 1.53594, -4.01195], [1.37097, 1.81500, -4.11716], [3.17556, 0.39307, -3.11055], [2.32537, -0.82961, -3.44449], [2.66791, -1.55329, -4.59040], [1.81415, -2.52717, -5.03179], [0.69724, -2.79800, -4.27982], [0.41288, -2.16088, -3.12527], [1.19278, -1.11115, -2.61337], [3.48296, 3.55649, -4.41045], [4.62470, 2.48019, -3.47704], [3.18492, 3.12592, -2.68703], [3.14460, 1.24483, -4.96140], [0.94779, 1.67461, -3.13372], [0.93034, 1.09376, -4.83087], [1.18615, 2.91391, -4.45793], [3.02727, 0.69284, -2.02059], [4.21975, 0.18794, -3.26909], [3.59028, -1.32888, -5.18569], [1.99545, -3.13979, -5.87271], [-0.05621, -3.45611, -4.71144], [-0.49329, -2.38692, -2.54979], [4.78177, 0.14121, 0.72738], [3.59118, 0.04684, 0.92253], [2.77042, 0.26467, -0.05391], [3.08661, -0.21236, 2.03642], [-0.95707, -3.57115, 0.78145], [-0.76812, -4.98697, -0.31316], [0.39415, -4.84498, -0.92469], [0.89140, -5.73917, -1.90988], [2.10060, -5.50475, -2.37116], [2.86016, -4.31723, -1.92350], [2.46531, -3.49111, -1.02871], [1.14700, -3.73581, -0.57218], [0.67153, -2.89700, 0.33951], [0.35824, -6.58699, -2.29591], [2.53621, -6.03469, -3.15945], [3.78567, -4.01969, -2.35802], [-3.82732, 1.21701, -0.93527], [-2.62516, 2.00018, -1.10096], [-2.53917, 3.37325, -1.11064], [-1.36616, 4.01881, -1.13490], [-0.14244, 3.27037, -1.21026], [0.96163, 3.82724, -1.25809], [-0.24475, 1.90599, -1.31528], [-1.44150, 1.30963, -1.18403], [-1.52643, 0.02629, -1.13445], [-4.67753, 1.78863, -1.25035], [-3.97852, 0.96743, 0.10037], [-3.72613, 0.33037, -1.56250], [-3.50393, 3.87073, -1.13268], [-1.43695, 5.08146, -1.08297]], "forces_ev_per_a": [[0.74, -0.42, 0.00], [0.52, 0.10, 0.38], [-0.38, 0.31, 0.02], [0.43, -0.28, -0.34], [-0.15, -0.26, 0.15], [0.08, 0.84, -0.25], [0.42, -0.04, 0.24], [1.24, 0.13, -0.07], [0.10, 0.03, -0.07], [-0.42, -0.06, -0.23], [0.00, -0.37, -0.23], [0.10, -0.29, 0.49], [-0.20, -0.01, 0.15], [-0.08, -0.17, -0.28], [-0.26, -0.72, -0.24], [-0.60, 0.26, 0.54], [-0.81, 0.54, -0.44], [-0.62, -0.04, 1.25], [0.26, 1.39, -0.49], [0.17, -0.12, -0.35], [-1.36, 0.07, -0.02], [1.69, -0.45, -0.33], [-0.04, 0.88, -0.61], [1.35, -0.48, 2.74], [0.86, -2.22, -0.24], [-0.49, 0.14, -0.39], [0.55, 1.42, 0.39], [-0.66, 0.56, -0.17], [-0.29, -0.45, 0.14], [-0.50, 0.01, -0.23], [-0.69, 0.01, -0.32], [-0.08, 0.03, -0.08], [0.00, -0.12, 0.08], [-0.33, 0.14, -1.10], [-1.35, 0.71, 0.87], [0.64, 0.58, -1.55], [-0.59, 1.33, -0.93], [-0.91, -0.76, 1.70], [-0.14, 0.83, 0.96], [0.88, 0.70, -0.33], [0.04, -0.25, 0.48], [-1.25, -1.06, -1.42], [-0.70, 1.29, 1.89], [1.15, 0.07, -0.94], [0.16, -0.67, 0.32], [0.71, -0.10, -0.14], [0.20, -0.20, -0.63], [-0.27, 0.20, 0.78], [-0.24, 0.05, 0.23], [0.19, 0.45, 0.47], [0.52, -2.02, 0.53], [0.16, -0.18, -1.41], [0.56, 0.04, -0.09], [-0.72, -0.09, 0.67], [0.35, -0.29, -0.99], [0.24, -0.32, 0.24], [0.11, -0.24, -0.43], [0.49, -0.08, 0.05], [-1.68, 0.26, -0.16], [0.37, 0.03, -0.03], [0.67, -0.07, -0.21], [0.87, -0.41, -0.62], [-0.17, 0.46, 0.19], [-1.80, -1.20, 0.04], [-0.51, -0.68, 0.10], [1.85, 2.37, 0.00], [-0.86, -0.60, 0.12], [-1.66, 0.00, 0.18], [2.64, 2.14, 1.49], [-1.02, -0.91, -0.43], [-0.57, -0.14, 0.22], [0.51, -1.06, -0.97], [0.86, -0.45, -0.51], [-0.01, 0.07, -0.41], [1.11, 0.44, -0.25], [-0.74, -0.55, 0.01], [-1.34, -0.14, 0.12], [1.48, 0.38, -0.24], [-0.23, -0.25, -0.08], [-0.75, -0.71, 0.60], [-0.48, -1.50, -0.01], [0.55, 1.47, -0.12], [-0.44, 0.44, -0.29], [0.07, -0.38, 0.43], [-0.19, 0.04, 0.31], [0.16, 0.10, 0.21], [0.58, 0.51, -0.09]], "charge": -1, "homo_lumo_gap_ha": [0.259, 0.258], "multiplicity": 5, "mol_weight_g_mol": 858.5, "energy_ha": -6758.9249, "lumo_ev": [1.261, 1.244]}

[2]
{"formula": "C28H36MnP2Si", "method": "ωB97M-V with the def2-TZVPD basis set", "species": ["C", "C", "C", "H", "C", "C", "H", "H", "H", "H", "Mn", "C", "H", "H", "H", "Si", "C", "C", "H", "C", "H", "C", "H", "C", "H", "C", "H", "C", "C", "H", "C", "H", "C", "H", "C", "H", "C", "H", "H", "H", "C", "P", "C", "C", "C", "C", "C", "C", "C", "P", "C", "C", "H", "H", "H", "H", "H", "H", "H", "H", "H", "H", "H", "H", "H", "H", "H", "H"], "xyz": [[0.35962, 2.64142, 1.98044], [0.50400, 2.78458, 0.54580], [-0.75679, 2.73722, -0.07978], [1.40170, 2.95849, -0.03245], [-1.71514, 2.36705, 0.88854], [-1.10038, 2.37966, 2.19093], [-1.56946, 2.04371, 3.09407], [1.13956, 2.44616, 2.69958], [-1.00739, 3.03381, -1.09520], [-2.72602, 2.10141, 0.61359], [-0.13603, 0.82023, 1.36574], [-0.98849, -2.77848, -1.04827], [-1.64545, -1.88185, -1.15364], [-1.06318, -3.23927, -0.03084], [-0.01863, -2.24492, -1.24610], [0.42351, 1.12382, -2.16114], [1.43440, -0.02648, -3.64219], [2.51049, 0.75502, -4.08455], [2.66201, 1.75608, -3.65367], [3.46297, 0.29686, -5.02319], [4.25303, 0.99346, -5.31939], [3.39625, -0.98347, -5.54707], [4.12934, -1.32929, -6.26951], [2.33290, -1.81199, -5.14740], [2.26458, -2.81757, -5.57337], [1.35115, -1.35125, -4.21271], [0.55586, -2.07631, -3.89583], [-1.16705, 1.18880, -3.48455], [-1.10591, 1.06646, -4.91583], [-0.23600, 0.59347, -5.37536], [-2.13461, 1.56545, -5.77764], [-1.97722, 1.62404, -6.86701], [-3.33634, 2.01750, -5.23044], [-4.07908, 2.51237, -5.85717], [-3.55818, 1.82603, -3.86854], [-4.53018, 2.10038, -3.45187], [-2.51206, 1.33052, -3.02663], [-2.72708, 1.03559, -1.98133], [1.30959, 2.43585, -2.07108], [-1.27537, -3.55457, -1.68524], [-1.77824, -2.48770, 2.43494], [-1.47816, -0.71790, 2.62934], [-3.05465, -0.08652, 3.28168], [-0.36106, -0.64940, 4.08927], [-0.85635, -0.82485, 5.38641], [0.07250, -0.88556, 6.44068], [1.43520, -0.75322, 6.21132], [1.93065, -0.57890, 4.90549], [1.03208, -0.53097, 3.84297], [1.61009, -0.42773, 2.10199], [3.10846, 0.55195, 2.22342], [2.09235, -2.12767, 1.76230], [-2.19312, -2.70852, 1.44831], [-2.49388, -2.76441, 3.21286], [-0.85462, -3.04817, 2.60096], [-3.47835, -0.90954, 3.87427], [-2.86652, 0.78945, 3.91828], [-3.71162, 0.18172, 2.44042], [-1.92503, -0.94246, 5.55223], [-0.32891, -1.02477, 7.45962], [2.14496, -0.80250, 7.05288], [2.99532, -0.49293, 4.73231], [3.94879, -0.08774, 2.49919], [3.31084, 1.02784, 1.26339], [2.98609, 1.33578, 2.97254], [1.25989, -2.82395, 1.90311], [2.88341, -2.42693, 2.45852], [2.44498, -2.22441, 0.73162]], "forces_ev_per_a": [[-1.96, 1.38, -0.75], [0.20, 1.78, 0.84], [-0.28, 0.05, 1.05], [0.12, 0.01, 0.39], [0.09, 1.20, 0.42], [0.89, 1.32, -0.49], [0.01, 0.47, 0.36], [0.01, 0.65, 0.18], [0.27, -0.47, 0.06], [-0.14, 0.22, 0.38], [-0.47, -3.41, -4.18], [0.49, 2.33, 1.69], [-0.17, -0.96, 0.26], [0.39, 0.81, -0.75], [-0.46, -1.30, 0.15], [-0.27, -3.06, -1.82], [0.54, 0.34, 0.76], [0.78, -0.39, -0.51], [-0.11, -0.46, -0.39], [-0.21, 0.59, 0.42], [-0.13, -0.34, 0.02], [-0.70, -0.05, 0.23], [-0.08, 0.00, 0.09], [-0.73, 0.63, 0.75], [-0.10, 0.29, 0.26], [0.51, 0.17, 0.15], [0.70, 0.88, -0.35], [-1.05, -0.13, -0.32], [-0.32, 0.99, -0.01], [0.00, 0.60, 0.11], [0.71, -0.56, 0.79], [0.01, -0.24, 0.66], [0.40, 0.08, 0.18], [0.10, -0.24, 0.17], [0.72, -0.52, 0.60], [0.28, -0.28, 0.03], [0.01, 0.71, -0.33], [0.06, 0.73, -0.45], [-0.85, -0.63, -0.76], [-0.10, -0.87, -1.56], [-0.34, -0.37, 0.34], [0.04, 0.10, 0.29], [-0.10, -0.31, 0.17], [-0.05, -0.38, -0.04], [1.22, 0.03, -0.14], [-0.99, 0.07, 0.32], [0.62, 0.01, -0.09], [-0.83, -0.08, 0.70], [-0.19, -0.33, 0.22], [0.24, -0.66, 0.75], [0.76, -0.07, 0.03], [0.50, -0.59, 0.00], [0.06, 0.05, 0.28], [0.04, -0.31, -0.07], [-0.15, 0.05, -0.18], [-0.32, 0.48, -0.08], [-0.26, -0.33, -0.23], [0.13, -0.11, 0.41], [0.26, 0.06, 0.13], [0.47, 0.06, -0.56], [-0.47, 0.04, -0.47], [0.02, 0.00, 0.05], [0.15, 0.19, 0.01], [0.04, -0.09, -0.01], [0.02, -0.09, -0.05], [0.01, 0.29, -0.09], [0.01, -0.03, -0.15], [-0.02, 0.04, 0.11]], "homo_lumo_gap_ha": [0.203, 0.199], "multiplicity": 6, "mol_weight_g_mol": 517.6, "energy_ha": -3211.5084, "lumo_ev": [0.015, -0.308]}

[3]
{"formula": "C28H36N4O2", "method": "ωB97M-V with the def2-TZVPD basis set", "species": ["C", "C", "C", "N", "C", "C", "H", "H", "H", "H", "H", "C", "C", "C", "N", "C", "C", "H", "H", "H", "H", "H", "C", "C", "C", "N", "C", "C", "H", "H", "H", "H", "H", "C", "C", "C", "N", "C", "C", "H", "H", "H", "H", "H", "C", "C", "C", "O", "C", "H", "H", "H", "H", "H", "H", "H", "H", "C", "C", "C", "O", "C", "H", "H", "H", "H", "H", "H", "H", "H"], "xyz": [[-2.11831, -5.86424, -1.61127], [-1.62375, -4.60350, -1.99035], [-2.59839, -3.61175, -2.27777], [-3.93479, -3.79552, -2.21925], [-4.36891, -5.01166, -1.87748], [-3.45568, -6.10363, -1.72234], [-1.48341, -6.65059, -1.23054], [-0.59229, -4.28343, -1.98304], [-2.30770, -2.61839, -2.58621], [-5.43257, -5.19858, -1.88753], [-3.74727, -7.10181, -1.43074], [0.74361, 0.56096, 5.27134], [1.89033, 0.49666, 4.49793], [2.13763, -0.63604, 3.70246], [1.23873, -1.61232, 3.59446], [0.09960, -1.47533, 4.25166], [-0.19591, -0.43766, 5.09259], [0.47435, 1.44770, 5.82595], [2.71145, 1.19781, 4.52161], [3.07071, -0.75038, 3.17078], [-0.57013, -2.21729, 3.84258], [-1.13212, -0.37135, 5.62692], [-1.27521, 1.76671, 1.82837], [-2.47146, 2.10599, 1.17143], [-2.85653, 3.45144, 1.10693], [-2.18679, 4.39721, 1.76079], [-1.05369, 4.04272, 2.44374], [-0.49412, 2.75423, 2.44269], [-0.87372, 0.76931, 1.72640], [-2.90901, 1.34782, 0.53887], [-3.68777, 3.73832, 0.47994], [-0.60316, 4.75676, 3.11722], [0.43811, 2.53961, 2.94398], [-4.59662, 1.34102, -5.52932], [-4.34080, 1.72220, -4.20839], [-3.45179, 0.97869, -3.45820], [-2.84324, -0.12907, -3.97453], [-3.09358, -0.45549, -5.27302], [-3.94008, 0.23856, -6.10339], [-5.20173, 1.96059, -6.17458], [-4.73475, 2.62473, -3.76494], [-3.19494, 1.21556, -2.43628], [-2.38841, -1.15684, -5.69400], [-4.10950, -0.05480, -7.12888], [1.08721, -0.16706, -1.22299], [1.42622, -0.52159, 0.17467], [0.34245, -1.65884, 0.53081], [-0.57549, -1.69961, -0.60613], [-0.39458, -0.51930, -1.35375], [1.74780, -0.65898, -1.93695], [1.27664, 0.87437, -1.48309], [1.32988, 0.38992, 0.76458], [2.47945, -0.78753, 0.26458], [-0.33416, -1.29548, 1.30430], [0.80479, -2.60789, 0.80220], [-1.01006, 0.29133, -0.96366], [-0.66395, -0.72505, -2.38971], [6.64881, 2.44967, 0.74683], [5.35388, 3.05016, 0.46352], [4.42938, 1.85825, 0.60847], [4.82504, 1.00700, 1.59011], [6.28513, 1.25753, 1.70004], [7.43890, 3.06050, 1.18356], [7.09313, 2.21009, -0.21924], [5.26161, 3.62756, -0.45638], [5.12899, 3.80783, 1.21417], [4.45095, 1.20926, -0.26701], [3.44668, 2.21924, 0.91189], [6.88635, 0.36532, 1.52510], [6.29855, 1.64831, 2.71750]], "forces_ev_per_a": [[1.24, 1.10, -0.68], [-1.73, 0.79, 0.31], [0.14, -0.94, -0.07], [0.37, -0.46, 0.51], [1.73, -1.15, -1.20], [-1.54, 0.80, 1.23], [0.28, -0.06, -0.28], [0.09, -0.29, 0.08], [0.19, 0.10, 0.05], [-0.15, 0.15, 0.18], [-0.67, 0.01, -0.15], [-0.01, 0.37, -0.99], [1.10, -0.76, -0.20], [-0.78, 0.23, 0.92], [1.28, 0.44, -0.50], [-0.20, -0.77, -1.34], [-0.40, 0.30, 0.79], [0.25, -0.03, 0.34], [-0.25, 0.49, 0.20], [0.08, 0.07, -0.14], [-0.85, -0.14, 0.99], [-0.16, -0.16, -0.13], [0.19, 0.60, -0.61], [1.31, 0.15, -0.15], [1.00, -0.85, 0.41], [1.07, -0.10, 0.91], [-0.93, -0.80, -0.32], [-1.76, 0.39, -0.34], [-0.17, -0.23, 0.20], [-0.51, -0.03, 0.21], [-0.17, 0.24, 0.11], [-0.01, 0.62, -0.40], [0.00, -0.03, 0.00], [0.47, -0.06, -0.24], [0.15, 0.06, -0.42], [0.44, -2.08, -1.19], [-0.53, 0.89, -0.52], [1.24, 0.68, 1.31], [-0.92, 0.87, 0.98], [-0.29, 0.05, 0.13], [-0.30, 0.06, -0.20], [-0.02, 0.08, 0.09], [-0.29, -0.65, 0.10], [0.10, 0.06, -0.03], [-0.05, 0.69, -1.58], [-0.34, -0.60, 1.00], [-0.13, 2.10, -0.50], [1.12, -0.81, 0.32], [0.80, -0.23, -0.69], [-0.39, -0.69, -0.13], [-0.22, 0.31, 0.35], [-0.35, -0.23, 0.52], [-0.15, -0.50, 0.20], [0.58, -0.25, 0.68], [-0.38, -0.07, -0.36], [-0.18, 0.20, 0.10], [-0.29, 0.11, 0.08], [1.96, -1.41, -0.09], [-1.35, 1.55, 0.71], [-2.05, 0.75, -1.63], [2.93, -0.45, 1.54], [-0.67, 0.84, 0.27], [-0.37, 0.29, 0.40], [0.08, -0.99, 0.04], [0.05, -0.53, -0.32], [-0.33, -0.10, 0.40], [-0.62, 0.67, -0.96], [-0.45, -0.22, -0.70], [-0.23, -0.04, 0.23], [0.97, -0.39, 0.15]], "smiles": "c1ccncc1.c1ccncc1.c1ccncc1.c1ccncc1.C1CCOC1.C1CCOC1", "homo_lumo_gap_ha": 0.353, "multiplicity": 1, "mol_weight_g_mol": 460.6, "energy_ha": -1457.9020, "lumo_ev": 0.625}